14
Properties=species:S:1:pos:R:3 method="wB97M-V/def2-TZVPD" multiplicity=2 homo_energy_ev="-14.55 / -14.55" s_squared=0.7524 orbital_gap_ha="0.2922 / 0.1514" charge=+1
C 1.3387 -0.2278 -1.6211
C 0.0077 -0.9388 -1.9394
H 1.3540 0.8616 -1.6706
H 1.7066 -0.5960 -0.6663
H 2.0083 -0.4515 -2.4521
H -0.7716 -0.7772 -1.1936
H 0.1518 -2.0216 -1.9504
H -0.2649 -0.7067 -2.9668
C -1.5044 0.6199 2.1572
C -0.3162 1.1144 2.6339
H -2.5226 0.8359 2.4685
H -1.5842 -0.0829 1.3240
H 0.6583 0.8358 2.2374
H -0.2614 1.5348 3.6392

---

16
Properties=species:S:1:pos:R:3 method="wB97M-V/def2-TZVPD" multiplicity=1 homo_energy_ev=-8.54 orbital_gap_ha=0.3379
B -0.9229 -0.1148 0.1058
C 0.5637 1.3177 0.0069
C 1.7191 0.3007 -0.2149
C 1.2277 -1.0969 0.1538
C -2.3932 0.2598 0.0048
N -0.2086 -1.2668 -0.0143
H 0.3612 2.1066 -0.5953
H 0.6845 1.7130 1.0922
H 2.0210 0.5491 -1.2882
H 2.5153 0.4355 0.3898
H 1.6697 -1.8203 -0.4058
H 1.5376 -1.3697 1.2570
H -2.7393 0.9769 0.6555
H -3.0647 -0.5481 0.1465
H -2.4886 0.7935 -1.0643
H -0.4824 -2.2359 -0.2296

---

17
Properties=species:S:1:pos:R:3 method="wB97M-V/def2-TZVPD" multiplicity=1 homo_energy_ev="-8.34 / -8.34" orbital_gap_ha="0.2307 / 0.2308"
C -2.2950 -0.6924 -0.5592
C 1.9540 1.4694 -0.0370
C -0.8385 -0.4258 -0.8907
C 1.2967 0.1378 0.0054
N -0.1384 0.3248 0.0540
S -0.5376 -1.3096 2.2124
Br 0.4224 -0.0752 3.5797
H -2.1748 -1.1830 0.5057
H -3.0137 0.1614 -0.4754
H -2.8765 -1.6096 -1.0792
H 3.0168 1.4169 -0.1576
H 1.3935 1.9158 -0.9587
H 1.6543 2.1270 0.8888
H -0.1837 -1.3867 -1.1255
H -0.6665 0.1974 -1.8376
H 1.5479 -0.5278 -0.9994
H 1.4389 -0.5403 0.8742